No. 1
Here is CH30AgO18 as an isolated structure at a distorted geometry from the Open Molecules 2025 dataset. Energies are from ωB97M-V/def2-TZVPD.

The geometry in XYZ format:
```
50
Properties=species:S:1:pos:R:3:mulliken_charge:R:1
Ag 0.277 -1.891 -0.835 0.22
C -0.136 0.070 -0.236 1.80
O -0.304 -1.027 0.464 -0.22
O 0.478 -0.303 -1.249 -0.48
O -0.182 1.214 0.381 -0.33
O -1.453 -2.191 -1.652 -0.47
H -1.812 -3.094 -1.604 0.27
H -2.217 -1.564 -1.741 0.29
O -0.929 -2.155 3.024 -0.64
H -0.900 -1.789 2.122 0.34
H -1.760 -2.022 3.355 0.31
O 1.267 -2.629 -2.452 -0.29
H 2.053 -3.164 -2.508 0.29
H 0.794 -3.295 -2.942 0.27
O 2.587 1.242 -0.222 -0.67
H 2.854 2.154 -0.240 0.33
H 1.664 1.465 -0.136 0.19
O -1.456 3.225 2.984 -0.80
H -2.134 3.482 2.354 0.33
H -0.681 3.055 2.480 0.36
O -2.749 1.834 -0.582 -0.66
H -2.872 2.738 -0.851 0.30
H -1.966 1.701 -0.034 0.27
O 3.092 -0.107 -2.766 -0.65
H 2.692 0.445 -2.096 0.31
H 3.287 0.349 -3.593 0.27
O 0.309 3.050 -1.319 -0.63
H 0.003 2.399 -0.699 0.30
H -0.237 3.173 -2.059 0.30
O -0.885 0.613 -3.221 -0.72
H -0.464 0.617 -2.366 0.15
H -0.159 0.805 -3.779 0.31
O -3.669 -1.502 1.420 -0.66
H -3.194 -1.415 0.593 0.26
H -3.413 -0.865 2.076 0.31
O 0.260 -3.468 -0.048 -0.37
H -0.375 -4.147 0.061 0.24
H 0.868 -3.662 0.652 0.27
O 1.885 -0.196 2.353 -0.64
H 2.522 0.529 2.601 0.29
H 1.419 0.085 1.523 0.25
O 0.717 3.394 1.555 -0.80
H 0.439 2.560 1.195 0.33
H 1.290 3.145 2.292 0.31
O -1.940 0.542 2.317 -0.69
H -1.326 0.544 1.547 -0.10
H -1.958 1.428 2.664 0.33
O 2.456 -1.863 -0.093 -0.51
H 2.724 -1.080 -0.557 0.22
H 3.238 -2.415 -0.110 0.29
```

Computed properties:
- E_HOMO (spin up / spin down) (eV) = -6.546 / -8.793
- ⟨S²⟩ = 0.752
- LUMO (spin up / spin down) (eV) = -0.886 / -0.924
- E_tot (eV) = -42366.0449
- frontier orbital gap (spin up / spin down) (eV) = 5.66 / 7.87
- spin multiplicity = 2

=====

No. 2
Here is a 2-piece molecular cluster, CH3BCl2O2 overall at a distorted geometry from the Open Molecules 2025 dataset. Energies are from ωB97M-V/def2-TZVPD.

The geometry in XYZ format:
```
9
Properties=species:S:1:pos:R:3:mulliken_charge:R:1
B 0.468 -0.290 0.641 0.35
C 1.774 0.497 1.144 0.04
O -0.036 -1.458 0.571 -0.24
O -1.018 0.957 -0.775 -0.73
Cl 1.130 1.782 2.142 -0.13
Cl 2.892 -0.467 2.182 -0.15
H 2.544 0.817 0.489 0.31
H -0.779 -1.741 0.195 0.33
H -1.588 0.732 -0.029 0.22
```

Computed properties:
- E_HOMO (eV) = -9.397
- LUMO (eV) = -0.269
- E_tot (eV) = -30899.6473
- energy above the lowest of the compared OMol25 structures with the same formula, charge and spin (kJ/mol) = 488.9
- frontier orbital gap (eV) = 9.13
- spin multiplicity = 1

=====

No. 3
Here is one molecule with the formula CH3Br2ClOSi at a distorted geometry from the Open Molecules 2025 dataset. Energies are from ωB97M-V/def2-TZVPD.

The geometry in XYZ format:
```
9
Properties=species:S:1:pos:R:3:mulliken_charge:R:1
C -0.037 0.832 0.234 -0.46
O 1.243 0.301 -0.127 -0.28
Si 2.872 -0.024 0.490 0.62
Cl 3.368 0.274 2.445 -0.18
Br 3.182 -2.001 -0.328 -0.17
Br 4.315 1.164 -0.752 -0.22
H -0.822 0.141 0.005 0.23
H -0.270 1.745 -0.301 0.24
H 0.101 1.016 1.296 0.22
```

Computed properties:
- E_HOMO (eV) = -10.403
- LUMO (eV) = 0.223
- E_tot (eV) = -163622.3422
- energy above the lowest of the compared OMol25 structures with the same formula, charge and spin (kJ/mol) = 90.0
- frontier orbital gap (eV) = 10.63
- spin multiplicity = 1

=====

No. 4
Here is CH3Br2NO2S as an isolated structure at a distorted geometry from the Open Molecules 2025 dataset. Energies are from ωB97M-V/def2-TZVPD.

The geometry in XYZ format:
```
10
Properties=species:S:1:pos:R:3:mulliken_charge:R:1
C 2.207 0.254 0.565 -0.42
N -1.660 -1.638 -1.172 -0.48
O 0.674 -2.766 -0.818 -0.45
O -0.749 -2.177 1.104 -0.53
S -0.235 -1.824 -0.218 0.92
Br 2.093 1.893 -0.141 -0.01
Br 3.414 -1.010 -0.142 0.00
H 1.955 -0.149 1.592 0.45
H -1.516 -1.498 -2.141 0.25
H -2.504 -1.295 -0.601 0.28
```

Computed properties:
- E_HOMO (spin up / spin down) (eV) = -8.314 / -9.741
- LUMO (spin up / spin down) (eV) = -2.190 / -0.636
- E_tot (eV) = -157587.0168
- energy above the lowest of the compared OMol25 structures with the same formula, charge and spin (kJ/mol) = 260.7
- frontier orbital gap (spin up / spin down) (eV) = 6.12 / 9.10
- spin multiplicity = 1

=====

No. 5
Here is an isolated ion of composition CH3Br3P and charge +1 at a distorted geometry from the Open Molecules 2025 dataset. Energies are from ωB97M-V/def2-TZVPD.

The geometry in XYZ format:
```
8
Properties=species:S:1:pos:R:3:mulliken_charge:R:1
C 1.095 -0.074 -0.034 -0.92
P -0.759 0.172 0.075 0.59
Br -1.167 1.325 1.858 0.08
Br -1.154 1.246 -1.859 0.05
Br -1.975 -2.348 0.054 0.04
H 1.295 -0.564 -0.923 0.38
H 1.349 -0.738 0.910 0.36
H 1.317 0.981 -0.080 0.42
```

Computed properties:
- E_HOMO (eV) = -15.270
- LUMO (eV) = -7.980
- E_tot (eV) = -220493.8594
- energy above the lowest of the compared OMol25 structures with the same formula, charge and spin (kJ/mol) = 195.5
- frontier orbital gap (eV) = 7.29
- total charge = +1
- spin multiplicity = 1

=====

No. 6
Here is one molecule with the formula CH3BrCl2OSi at a distorted geometry from the Open Molecules 2025 dataset. Energies are from ωB97M-V/def2-TZVPD.

The geometry in XYZ format:
```
9
Properties=species:S:1:pos:R:3:mulliken_charge:R:1
C 1.432 -0.226 0.112 -0.55
O 0.309 0.504 0.552 -0.20
Si -1.226 0.386 0.026 0.67
Cl -2.215 1.272 1.416 -0.15
Cl -1.434 0.973 -1.903 -0.21
Br -1.839 -1.789 -0.075 -0.27
H 2.228 0.483 0.303 0.23
H 1.382 -0.363 -1.099 0.24
H 1.363 -1.239 0.668 0.24
```

Computed properties:
- E_HOMO (eV) = -10.725
- LUMO (eV) = 0.463
- E_tot (eV) = -106102.7592
- energy above the lowest of the compared OMol25 structures with the same formula, charge and spin (kJ/mol) = 12.9
- frontier orbital gap (eV) = 11.19
- spin multiplicity = 1

=====

No. 7
Here is CH3BrCl2Si as an isolated structure at a distorted geometry from the Open Molecules 2025 dataset. Energies are from ωB97M-V/def2-TZVPD.

The geometry in XYZ format:
```
8
Properties=species:S:1:pos:R:3:mulliken_charge:R:1
C 0.523 0.712 -0.350 -0.31
Si -0.327 -0.704 0.644 0.62
Cl 0.053 2.389 0.132 -0.14
Cl 0.433 -2.452 0.152 -0.17
Br -0.197 0.371 -2.128 -0.12
H 1.487 0.590 -0.657 0.37
H -1.779 -0.380 0.230 -0.07
H -0.191 -0.526 1.977 -0.17
```

Computed properties:
- E_HOMO (eV) = -10.320
- LUMO (eV) = 0.583
- E_tot (eV) = -104051.0901
- energy above the lowest of the compared OMol25 structures with the same formula, charge and spin (kJ/mol) = 206.5
- frontier orbital gap (eV) = 10.90
- spin multiplicity = 1

=====

No. 8
Here is a 2-piece molecular cluster, CH3BrFOP overall at a distorted geometry from the Open Molecules 2025 dataset. Energies are from ωB97M-V/def2-TZVPD.

The geometry in XYZ format:
```
8
Properties=species:S:1:pos:R:3:mulliken_charge:R:1
C 1.291 -0.161 -0.026 -0.52
O 0.126 0.562 0.182 -0.16
F -1.813 1.717 0.571 -0.17
P -1.284 0.732 -0.573 0.54
Br -3.170 -1.848 0.082 -0.50
H 1.255 -1.130 0.338 0.30
H 2.085 0.341 0.519 0.24
H 1.511 -0.212 -1.092 0.27
```

Computed properties:
- E_HOMO (spin up / spin down) (eV) = -8.957 / -8.954
- LUMO (spin up / spin down) (eV) = -2.188 / -2.197
- E_tot (eV) = -85181.4857
- energy above the lowest of the compared OMol25 structures with the same formula, charge and spin (kJ/mol) = 283.5
- frontier orbital gap (spin up / spin down) (eV) = 6.77 / 6.76
- spin multiplicity = 1

=====

No. 9
Here is one molecule with the formula CH3BrI2Si at a distorted geometry from the Open Molecules 2025 dataset. Energies are from ωB97M-V/def2-TZVPD.

The geometry in XYZ format:
```
8
Properties=species:S:1:pos:R:3:mulliken_charge:R:1
C 0.360 -0.033 0.176 -0.98
Si 1.667 -0.711 1.489 0.41
Br 0.813 -1.151 3.508 -0.22
I 2.878 -2.598 0.484 -0.06
I 3.338 1.143 1.635 -0.10
H -0.290 0.522 0.730 0.34
H 0.985 0.374 -0.573 0.34
H -0.054 -1.069 -0.316 0.26
```

Computed properties:
- E_HOMO (eV) = -9.628
- LUMO (eV) = -0.284
- E_tot (eV) = -95210.2164
- energy above the lowest of the compared OMol25 structures with the same formula, charge and spin (kJ/mol) = 0.0
- frontier orbital gap (eV) = 9.34
- spin multiplicity = 1

=====

No. 10
Here is a 2-piece molecular cluster, CH3BrN4 overall at a distorted geometry from the Open Molecules 2025 dataset. Energies are from ωB97M-V/def2-TZVPD.

The geometry in XYZ format:
```
9
Properties=species:S:1:pos:R:3:mulliken_charge:R:1
C -0.077 -0.634 -0.443 -0.18
N -0.006 -1.076 2.379 -0.54
N -0.299 -0.008 2.322 0.88
N -0.623 1.046 1.941 -0.61
N -1.159 -0.080 -0.150 -0.34
Br -1.719 1.381 -1.211 -0.09
H 0.188 -1.380 0.343 0.34
H 0.509 -0.487 -1.368 0.27
H -0.983 1.825 2.635 0.28
```

Computed properties:
- E_HOMO (eV) = -9.664
- LUMO (eV) = 0.603
- E_tot (eV) = -77084.2015
- energy above the lowest of the compared OMol25 structures with the same formula, charge and spin (kJ/mol) = 83.4
- frontier orbital gap (eV) = 10.27
- spin multiplicity = 1